Computed, not measured: the ion C2H7N2 with charge +1, with ωB97M-V/def2-TZVPD.

Summary:
- electronic energy (eV) = -5160.353
- SMILES = N/C=C\[NH3+]
- E_HOMO (eV) = -13.90

```
! wB97M-V def2-TZVPD RIJCOSX def2/J DEFGRID3
* xyz 1 1
N -0.336 -0.484 1.490
C -0.715 -0.757 0.191
C -0.306 -0.097 -0.884
N 0.686 0.978 -0.753
H 0.641 -0.334 1.711
H -0.683 -1.135 2.180
H -1.354 -1.621 0.087
H -0.667 -0.356 -1.861
H 0.721 1.301 0.220
H 0.403 1.801 -1.292
H 1.610 0.705 -1.087
*
```

=====

Computed, not measured: a structure of composition C2H7N2, with ωB97M-V/def2-TZVPD.

Summary:
- electronic energy (eV) = -5158.758
- E_HOMO (eV) = -14.56

```
! wB97M-V def2-TZVPD RIJCOSX def2/J DEFGRID3
* xyz 1 1
C -0.547 0.845 -0.229
C 0.166 -0.967 0.300
N -0.912 -0.457 -0.386
N 0.846 0.324 -0.051
H -0.665 1.511 -1.077
H -0.791 1.251 0.870
H 0.258 -0.889 1.461
H 0.645 -1.973 -0.026
H -1.826 -0.819 -0.542
H 1.435 0.248 -0.926
H 1.392 0.926 0.606
*
```

=====

Computed, not measured: a cluster of 2 separate species, C2H7N2O in total, with ωB97M-V/def2-TZVPD.

Summary:
- electronic energy (eV) = -7203.834
- E_HOMO (spin up / spin down) (eV) = -16.05 / -15.55

```
! wB97M-V def2-TZVPD RIJCOSX def2/J DEFGRID3
* xyz 1 1
C 0.315 0.217 -0.055
C 1.384 -0.824 -0.113
N -3.140 0.172 -0.017
N 0.732 1.382 0.281
O -0.848 -0.206 -0.204
H 1.025 -1.711 0.458
H 2.301 -0.254 0.140
H 1.257 -1.241 -1.184
H -3.259 -0.540 0.768
H 1.760 1.502 0.134
H 0.154 2.224 0.209
H -3.327 -0.060 -1.009
*
```

=====

Computed, not measured: a cluster of 2 separate species, C2H7N2O in total, with ωB97M-V/def2-TZVPD.

Summary:
- electronic energy (eV) = -7206.443
- E_HOMO (eV) = -15.48

```
! wB97M-V def2-TZVPD RIJCOSX def2/J DEFGRID3
* xyz 1 1
C -2.172 -0.285 -0.205
C 1.276 0.022 -0.414
N -1.751 0.780 0.332
N -2.607 -1.268 -0.637
O 0.483 -0.302 0.767
H 1.452 -1.060 -0.769
H 2.205 0.632 -0.258
H 0.582 0.468 -1.133
H -2.150 1.664 0.126
H -0.690 0.633 0.511
H -2.971 -2.064 -0.331
H 1.091 -0.610 1.476
*
```

=====

Computed, not measured: a cluster of 2 separate species, C2H7N2O in total, with ωB97M-V/def2-TZVPD.

Summary:
- electronic energy (eV) = -7204.993
- E_HOMO (eV) = -14.71

```
! wB97M-V def2-TZVPD RIJCOSX def2/J DEFGRID3
* xyz 1 1
N 0.966 -2.006 -0.656
C -0.821 0.416 -0.726
C -0.032 0.878 0.421
N -0.703 1.646 1.303
O 1.144 0.611 0.498
H 1.496 -2.395 -1.418
H 0.631 -2.666 0.028
H 1.258 -1.122 -0.288
H -1.902 0.530 -0.641
H -0.335 -0.082 -1.565
H -1.557 2.105 1.023
H -0.146 2.086 2.021
*
```

=====

Computed, not measured: a cluster of 2 separate species, C2H7N2O2 in total, with ωB97M-V/def2-TZVPD.

Summary:
- electronic energy (eV) = -9264.114
- E_HOMO (eV) = -3.76

```
! wB97M-V def2-TZVPD RIJCOSX def2/J DEFGRID3
* xyz -1 1
C -2.147 -0.505 -0.144
O -1.431 0.189 0.839
H -2.680 -1.341 0.321
H -2.917 0.119 -0.635
H -1.486 -0.892 -0.930
N 0.677 1.145 -0.367
C 1.651 0.227 -0.369
N 2.212 0.030 0.903
O 2.092 -0.450 -1.315
H 0.442 1.428 -1.304
H -0.635 0.648 0.337
H 1.585 0.272 1.656
H 2.640 -0.871 1.009
*
```

=====

Computed, not measured: the ion C2H7N2O2 with charge +1, with ωB97M-V/def2-TZVPD.

Summary:
- electronic energy (eV) = -9254.360
- SMILES = NC([NH3+])=C(O)O
- E_HOMO (eV) = -12.66

```
! wB97M-V def2-TZVPD RIJCOSX def2/J DEFGRID3
* xyz 1 1
N 0.245 0.574 1.604
C 0.070 0.361 0.165
N 1.262 0.839 -0.507
C -0.656 -0.639 -0.350
O -0.560 -1.123 -1.616
O -1.557 -1.221 0.488
H -0.626 0.212 1.991
H 0.629 1.504 1.847
H 1.765 0.029 -0.812
H 1.808 1.394 0.210
H 1.142 1.431 -1.458
H -1.083 -1.881 -1.704
H -2.439 -1.479 0.143
*
```

=====

Computed, not measured: the ion C2H7N2O2 with charge +1, with ωB97M-V/def2-TZVPD.

Summary:
- electronic energy (eV) = -9250.228
- SMILES = CN(O)[N+](C)=O
- E_HOMO (eV) = -15.56

```
! wB97M-V def2-TZVPD RIJCOSX def2/J DEFGRID3
* xyz 1 1
C 1.506 1.123 0.080
N 0.446 0.104 -0.140
O 0.874 -1.175 -0.437
N -0.784 0.213 0.168
C -1.747 -0.896 0.138
O -1.170 1.388 0.296
H 0.933 1.788 0.788
H 2.238 0.437 0.608
H 1.733 1.603 -0.866
H 1.719 -1.163 -0.901
H -1.576 -1.468 1.031
H -2.780 -0.352 -0.187
H -1.393 -1.601 -0.578
*
```

=====

Computed, not measured: a cluster of 2 separate species, C2H7N2S in total, with ωB97M-V/def2-TZVPD.

Summary:
- electronic energy (eV) = -16002.880
- E_HOMO (eV) = -2.57

```
! wB97M-V def2-TZVPD RIJCOSX def2/J DEFGRID3
* xyz -1 1
C 2.102 0.730 -0.685
S 2.049 1.102 1.145
H 3.148 0.679 -0.984
H 1.494 1.479 -1.180
H 1.735 -0.285 -0.856
N -0.688 -0.376 0.536
C -2.022 -0.322 0.148
N -2.764 -1.367 0.171
H -0.069 -0.930 -0.026
H -0.305 0.489 0.919
H -2.281 0.700 -0.143
H -2.399 -1.899 0.956
*
```

=====

Computed, not measured: a cluster of 2 separate species, C2H7N2S in total, with ωB97M-V/def2-TZVPD.

Summary:
- electronic energy (eV) = -15993.491
- E_HOMO (eV) = -12.76

```
! wB97M-V def2-TZVPD RIJCOSX def2/J DEFGRID3
* xyz 1 1
C -2.485 0.751 0.089
C 1.525 0.052 0.343
N -2.088 -0.400 -0.322
N 2.412 -0.766 -0.309
S -0.773 -1.453 0.135
H -3.446 1.007 -0.399
H -1.816 1.279 0.800
H 1.478 0.127 1.435
H 0.988 0.948 -0.050
H -2.793 -1.103 -0.623
H 2.843 -1.549 0.255
H 2.256 -0.828 -1.337
*
```

=====

Computed, not measured: a cluster of 2 separate species, C2H7N3 in total, with ωB97M-V/def2-TZVPD.

Summary:
- electronic energy (eV) = -6656.383
- SMILES = [H]/N=C\N.C=N
- E_HOMO (eV) = -9.60

```
! wB97M-V def2-TZVPD RIJCOSX def2/J DEFGRID3
* xyz 0 1
H -1.461 0.517 1.350
N -2.211 0.065 0.820
C -1.949 0.116 -0.416
N -0.980 0.915 -1.070
H -2.642 -0.410 -1.076
H -0.126 0.397 -1.244
H -0.785 1.733 -0.506
C 2.914 -0.652 0.019
N 1.809 -0.608 0.630
H 2.900 -0.704 -1.067
H 3.870 -0.671 0.546
H 1.937 -0.546 1.639
*
```

=====

Computed, not measured: the molecule C2H7N3, with ωB97M-V/def2-TZVPD.

Summary:
- electronic energy (eV) = -6656.259
- SMILES = [H]/N=C(\N)NC
- E_HOMO (eV) = -8.45

```
! wB97M-V def2-TZVPD RIJCOSX def2/J DEFGRID3
* xyz 0 1
H 0.429 -2.320 -0.634
N 0.498 -1.279 -1.020
C -0.341 -0.658 -0.180
N -1.142 -1.304 0.657
N -0.238 0.716 0.004
C 0.926 1.528 -0.338
H -1.602 -2.204 0.246
H -1.607 -0.909 1.533
H -0.527 1.086 1.056
H 1.979 1.366 0.146
H 0.501 2.587 -0.038
H 1.124 1.391 -1.432
*
```

=====

Computed, not measured: the molecule C2H7N3, with ωB97M-V/def2-TZVPD.

Summary:
- electronic energy (eV) = -6655.618
- SMILES = [H]/N=C/N(C)N
- E_HOMO (eV) = -8.76

```
! wB97M-V def2-TZVPD RIJCOSX def2/J DEFGRID3
* xyz 0 1
H 2.698 -0.453 0.262
N 1.897 0.165 0.125
C 0.926 -0.588 -0.153
N -0.357 -0.013 -0.303
C -1.521 -0.800 0.157
N -0.506 1.342 -0.010
H 1.009 -1.752 -0.108
H -1.449 -1.765 -0.472
H -2.547 -0.297 -0.121
H -1.369 -1.071 1.292
H -0.674 1.509 0.916
H -1.339 1.701 -0.472
*
```

=====

Computed, not measured: a cluster of 2 separate species, C2H7N3O in total, with ωB97M-V/def2-TZVPD.

Summary:
- electronic energy (eV) = -8701.249
- E_HOMO (spin up / spin down) (eV) = -8.81 / -8.81

```
! wB97M-V def2-TZVPD RIJCOSX def2/J DEFGRID3
* xyz 0 1
C -1.138 1.415 -1.086
C 1.653 -0.153 -0.208
N -1.526 -1.012 1.229
N -0.280 -0.900 0.822
N 0.413 0.131 0.449
O -0.613 1.017 -2.094
H -0.816 2.365 -0.539
H 1.422 -0.197 -1.265
H 2.229 0.723 0.112
H 2.077 -1.121 0.046
H -2.108 1.099 -0.730
H -1.851 -0.096 1.447
H -0.009 -1.856 0.603
*
```

=====

Computed, not measured: the molecule C2H7N3O, with ωB97M-V/def2-TZVPD.

Summary:
- electronic energy (eV) = -8703.427
- SMILES = [H]/N=C(\N)NOC
- E_HOMO (eV) = -9.32

```
! wB97M-V def2-TZVPD RIJCOSX def2/J DEFGRID3
* xyz 0 1
H 2.310 -1.002 -0.208
N 1.516 -0.408 -0.422
C 0.746 -0.233 0.571
N 0.863 -0.804 1.819
N -0.483 0.446 0.475
O -0.645 1.192 -0.678
C -1.296 0.417 -1.664
H 1.799 -0.840 2.218
H 0.118 -0.615 2.484
H -0.522 1.149 1.227
H -0.699 -0.458 -1.986
H -1.446 1.096 -2.530
H -2.260 0.060 -1.307
*
```

=====

Computed, not measured: the molecule C2H7N3O, with ωB97M-V/def2-TZVPD.

Summary:
- electronic energy (eV) = -8701.633
- SMILES = [H]/N=C(\N)N(C)O
- E_HOMO (eV) = -8.99

```
! wB97M-V def2-TZVPD RIJCOSX def2/J DEFGRID3
* xyz 0 1
H -1.811 -1.868 0.148
N -0.855 -1.600 0.162
C -0.715 -0.358 -0.108
N -1.639 0.722 -0.129
N 0.630 0.173 -0.294
C 1.888 -0.744 -0.002
O 0.608 1.523 0.252
H -1.153 1.412 0.627
H -2.586 0.258 0.115
H 2.701 -0.262 -0.386
H 1.306 -1.623 -0.529
H 2.253 -0.804 1.054
H 0.432 2.243 -0.551
*
```

=====

Computed, not measured: a cluster of 2 separate species, C2H7N3O in total, with ωB97M-V/def2-TZVPD.

Summary:
- electronic energy (eV) = -8698.983
- E_HOMO (eV) = -7.64

```
! wB97M-V def2-TZVPD RIJCOSX def2/J DEFGRID3
* xyz 0 1
C 0.877 0.523 0.489
C 1.911 -0.600 0.298
N -0.946 -0.523 -0.552
N -2.996 0.261 0.197
N -1.631 -0.054 0.280
O 1.133 1.505 -0.307
H 1.615 -0.814 -0.820
H 2.977 -0.250 0.304
H 1.805 -1.549 0.959
H -3.205 0.466 -0.749
H -3.339 0.973 0.846
H -1.290 -0.119 1.324
H 2.055 1.361 -0.632
*
```

=====

Computed, not measured: the molecule C2H7N3O, with ωB97M-V/def2-TZVPD.

Summary:
- electronic energy (eV) = -8701.528
- SMILES = CCN(N)N=O
- E_HOMO (eV) = -9.01

```
! wB97M-V def2-TZVPD RIJCOSX def2/J DEFGRID3
* xyz 0 1
C 0.612 1.318 -0.483
C -0.433 0.313 -0.877
N -0.573 -0.705 0.200
N 0.537 -1.497 0.324
N -1.519 -0.473 1.050
O -1.619 -1.198 2.028
H 1.721 0.947 -0.754
H 0.537 2.382 -1.008
H 0.599 1.498 0.590
H -1.443 0.673 -1.199
H -0.179 -0.256 -1.694
H 1.291 -0.937 0.583
H 0.469 -2.065 1.241
*
```

=====

Computed, not measured: the molecule C2H7N3O, with ωB97M-V/def2-TZVPD.

Summary:
- electronic energy (eV) = -8704.019
- SMILES = [H]/N=C(/NN)OC
- E_HOMO (eV) = -9.44

```
! wB97M-V def2-TZVPD RIJCOSX def2/J DEFGRID3
* xyz 0 1
H -1.639 1.344 0.362
N -1.277 0.604 0.950
C -0.450 -0.131 0.310
N -0.030 -1.349 0.844
N 1.358 -1.596 0.810
O 0.150 0.118 -0.881
C -0.175 1.357 -1.476
H -0.559 -1.492 1.708
H 1.850 -1.295 1.652
H 1.520 -2.579 0.676
H 0.438 1.426 -2.377
H -1.212 1.383 -1.769
H 0.025 2.208 -0.809
*
```

=====

Computed, not measured: a structure of composition C2H7N3O2, with ωB97M-V/def2-TZVPD.

Summary:
- electronic energy (eV) = -10751.459
- E_HOMO (eV) = -8.71

```
! wB97M-V def2-TZVPD RIJCOSX def2/J DEFGRID3
* xyz 0 1
C -0.974 0.278 -0.189
N -1.948 -0.700 -0.164
O -1.392 1.528 0.053
N 0.099 0.117 -1.024
H -2.280 1.524 0.437
H -2.255 -0.957 0.765
H -1.664 -1.523 -0.679
H 0.467 1.017 -1.312
N 2.293 0.099 0.329
C 1.032 -0.492 0.242
O 0.193 -0.189 1.243
H 2.276 1.061 0.637
H 3.024 -0.211 -0.294
H 1.129 -1.551 -0.044
*
```